# C3H7O2

3 unconnected molecules or ions with the total composition C3H7O2 (ωB97M-V/def2-TZVPD, the OMol25 dataset).

```
12
Properties=species:S:1:pos:R:3
C -0.152 -0.310 -1.374
H -2.431 -5.454 2.843
H -1.978 -5.984 3.100
O 1.013 4.272 -0.228
H -1.142 -0.500 -1.769
H -0.669 -0.770 0.595
H 0.424 2.542 -1.104
H 0.483 0.422 -1.879
O 1.066 0.361 0.549
C 1.162 3.109 -0.532
C 0.149 -0.302 -0.002
H 2.075 2.615 -0.199
```

As for the calculated total energy: -7317.53775 eV. As for the spin multiplicity: 1. The value obtained for the LUMO energy is 4.10 eV. The value obtained for the max |F| is 2.5 eV/A. Its relative energy (zero: lowest compared OMol25 entry of this formula, charge and spin) is 329.4 kJ/mol. As for the net charge: -1.



# C2H2IrO2

A molecular structure, C2H2IrO2 (ωB97M-V/def2-TZVPD, the OMol25 dataset).

```
7
Properties=species:S:1:pos:R:3
C -0.513 -1.148 -0.825
H 1.318 0.105 -1.149
O 0.153 1.904 0.645
Ir -0.836 0.286 0.993
H -0.736 -2.182 -0.583
C 0.295 -0.255 -1.093
O 0.319 1.290 2.013
```

As for the calculated total energy: -9021.19500 eV. As for the spin multiplicity: 5. The value obtained for the LUMO energy (alpha / beta) is -6.45 / -7.95 eV. The value obtained for the max |F| is 6.1 eV/A. Its relative energy (zero: lowest compared OMol25 entry of this formula, charge and spin) is 403.9 kJ/mol. As for the net charge: +1.



# C3H4O3

C3H4O3 in the gas phase (ωB97M-V/def2-TZVPD, the OMol25 dataset).

```
10
Properties=species:S:1:pos:R:3
O 0.556 -0.704 0.771
O 0.369 0.984 -0.755
C -0.803 -0.601 0.396
H 2.072 0.620 0.293
H -1.079 -1.345 -0.366
O -1.758 1.581 -0.256
C 1.273 0.042 -0.181
H -1.453 -0.728 1.258
C -0.866 0.784 -0.219
H 1.689 -0.631 -0.941
```

As for the calculated total energy: -9317.73392 eV. As for the spin multiplicity: 1. Its SMILES is O=C1COCO1. The value obtained for the LUMO energy is 0.77 eV. The value obtained for the max |F| is 0.8 eV/A. Its relative energy (zero: lowest compared OMol25 entry of this formula, charge and spin) is 93.3 kJ/mol.



# C2H3N3O

2 unconnected molecules or ions with the total composition C2H3N3O (ωB97M-V/def2-TZVPD, the OMol25 dataset).

```
9
Properties=species:S:1:pos:R:3
N -1.843 0.723 1.562
C -0.839 1.337 1.218
N -0.937 0.276 0.330
H -1.357 0.483 -0.639
N 2.290 -1.520 -0.683
H 0.050 -1.487 -0.634
C 1.106 -1.319 -0.782
O 1.649 -0.581 -1.713
H -0.121 2.088 1.340
```

As for the calculated total energy: -8632.58139 eV. As for the spin multiplicity: 1. Its SMILES is C1=NN1.C1=NO1. The value obtained for the LUMO energy is 0.81 eV. The value obtained for the max |F| is 4.5 eV/A. Its relative energy (zero: lowest compared OMol25 entry of this formula, charge and spin) is 763.5 kJ/mol.



# C3H8N2

C3H8N2 in the gas phase (ωB97M-V/def2-TZVPD, the OMol25 dataset).

```
13
Properties=species:S:1:pos:R:3
N -0.460 0.368 -1.574
H 0.052 -1.759 -1.594
H 1.447 -0.597 -1.185
H -0.039 -0.692 2.326
H -1.257 0.099 -2.160
H 0.919 0.575 2.628
N 0.648 -0.088 1.884
C -0.520 -0.175 -0.243
C -0.015 0.707 0.854
H -1.416 -0.755 0.009
C 0.378 -0.793 -1.247
H -0.834 1.347 1.190
H 0.755 1.390 0.437
```

As for the calculated total energy: -6219.63369 eV. As for the spin multiplicity: 1. Its SMILES is NC[C@@H]1CN1. The value obtained for the LUMO energy is 1.14 eV. The value obtained for the max |F| is 1.2 eV/A. Its relative energy (zero: lowest compared OMol25 entry of this formula, charge and spin) is 213.5 kJ/mol.



# CCl4NOP

2 unconnected molecules or ions with the total composition CCl4NOP (ωB97M-V/def2-TZVPD, the OMol25 dataset).

```
8
Properties=species:S:1:pos:R:3
Cl 0.559 -0.793 -3.967
P -0.235 0.541 1.607
Cl -1.812 -0.784 1.628
Cl 1.429 -0.479 1.196
Cl -0.636 1.996 0.220
O -0.119 1.180 2.899
N 0.321 -0.852 -1.232
C 0.493 -0.808 -2.351
```

As for the calculated total energy: -63954.47933 eV. As for the spin multiplicity: 1. Its SMILES is O=P(Cl)(Cl)Cl.N#CCl. The value obtained for the LUMO energy is -0.47 eV. The value obtained for the max |F| is 1.8 eV/A. Its relative energy (zero: lowest compared OMol25 entry of this formula, charge and spin) is 61.3 kJ/mol.



# C4H9NOS

2 unconnected molecules or ions with the total composition C4H9NOS (ωB97M-V/def2-TZVPD, the OMol25 dataset).

```
16
Properties=species:S:1:pos:R:3
C 2.394 -0.745 0.381
C -1.825 1.288 0.420
C -2.219 -0.191 0.362
O 2.605 1.521 -1.159
H -2.340 -0.606 1.385
H -2.193 1.833 -0.412
H -2.416 1.620 1.266
H 2.451 -1.907 0.223
C -0.721 -1.385 -1.283
H 2.300 -0.686 -1.891
S 3.084 0.116 -1.063
H 1.245 -0.615 0.539
H -3.208 -0.181 -0.069
N -1.392 -1.035 -0.381
H -0.768 1.371 0.412
H 3.003 -0.399 1.273
```

As for the calculated total energy: -18663.65463 eV. As for the spin multiplicity: 1. The value obtained for the LUMO energy is 0.79 eV. The value obtained for the max |F| is 2.5 eV/A. Its relative energy (zero: lowest compared OMol25 entry of this formula, charge and spin) is 373.6 kJ/mol.



# C26H54Br20FNO

11 unconnected molecules or ions with the total composition C26H54Br20FNO (ωB97M-V/def2-TZVPD, the OMol25 dataset).

```
103
Properties=species:S:1:pos:R:3
Br 6.188 -1.983 -3.333
H -8.583 -4.101 -2.176
C -1.118 1.446 4.561
H 8.380 -4.309 -1.204
H 1.934 1.144 -0.559
Br 0.015 0.273 -5.404
H -0.547 0.228 0.721
H -9.086 -1.535 -1.996
Br -2.148 -4.498 7.389
C -5.727 3.732 -1.429
F -2.937 2.254 1.454
H 1.618 0.150 1.067
H 3.080 -3.867 2.684
C 10.725 -0.953 1.110
Br -1.406 3.222 -7.235
C -0.791 6.750 1.130
C -0.424 5.377 0.617
C -8.676 -2.177 -1.211
Br -1.246 5.029 -1.118
Br -5.747 4.507 -3.218
H 9.489 0.778 0.594
H 11.209 -0.591 2.022
C 3.203 1.775 1.318
H -0.529 6.850 2.187
Br -3.233 -1.243 0.559
C -1.789 4.756 -6.093
C -4.790 2.549 -1.356
H -5.963 -4.141 7.644
H -9.490 -2.510 -0.560
Br 5.392 -2.952 2.425
Br 6.261 -5.383 -1.887
H 7.930 -1.937 -1.581
H -7.274 -3.844 -0.994
H 0.595 0.861 -7.763
C 1.792 1.234 0.600
Br 9.150 -1.925 1.725
O 0.643 2.115 0.863
H 3.984 0.352 0.063
H -3.455 3.684 -5.162
C 7.670 -4.037 -1.990
Br -4.519 5.177 -6.860
C -3.646 -3.390 2.414
H 8.152 -4.153 -2.964
H -4.546 -3.566 1.818
C -3.187 4.680 -5.525
C 10.339 0.204 0.218
H 2.424 -0.984 -8.118
C -3.930 -4.627 8.170
H -0.960 -0.227 2.909
H 0.653 5.232 0.495
C -0.643 1.406 0.673
C 2.126 -0.577 -7.147
Br 9.864 -0.414 -1.570
H 2.711 -4.532 0.174
H 2.290 -1.334 -6.376
H -4.604 2.268 -0.315
H -1.188 1.706 -0.332
Br 0.233 8.139 0.221
Br -4.185 -2.330 3.960
H -1.142 2.844 2.464
H -0.818 4.600 1.279
H 11.190 0.876 0.069
H 3.025 1.888 2.470
H -1.411 0.670 5.418
Br 3.383 0.873 -6.799
C -1.597 1.863 1.968
H 3.923 -0.109 1.737
Br 2.406 -2.092 0.425
Br -7.552 -1.051 -0.082
H -4.158 -5.697 8.181
H -1.758 -2.290 2.284
H -1.697 2.467 4.724
H -5.382 4.538 -0.774
H -1.044 4.708 -5.293
H -1.849 6.995 0.998
H -3.856 -4.265 9.199
C -4.946 -3.875 7.341
H -3.314 5.404 -4.715
Br -5.587 0.967 -2.173
C -2.539 -2.708 1.643
H 11.379 -1.680 0.622
H 4.206 -5.083 2.027
H -1.612 5.653 -6.693
C 0.704 -0.068 -7.197
Br -6.733 -2.832 -3.215
C 3.408 -3.763 0.521
H -3.299 -4.341 2.828
Br -4.814 -1.952 7.638
H -3.834 2.720 -1.858
C 7.119 -2.650 -1.754
H 6.412 -2.599 -0.921
H 0.047 1.633 4.587
C -7.903 -3.360 -1.746
H -2.734 0.388 3.347
C -1.619 0.721 3.145
N 4.218 0.642 1.060
H 3.648 2.723 0.792
C 3.856 -4.051 1.935
H -4.837 -4.041 6.265
H -2.085 -3.400 0.928
H -6.761 3.483 -1.176
H 4.235 -3.682 -0.189
H 0.038 -0.826 -7.617
```

As for the calculated total energy: -1434940.46282 eV. As for the spin multiplicity: 1. Its SMILES is CC[C@H](F)COCCN.BrCCBr.BrCCBr.BrCCBr.BrCCBr.BrCCBr.BrCCBr.BrCCBr.BrCCBr.BrCCBr.BrCCBr. The value obtained for the LUMO energy is 0.01 eV. The value obtained for the max |F| is 2.7 eV/A.